(1)
{
  "formula": "CH9N2O",
  "method": "the ωB97M-V functional and the def2-TZVPD basis",
  "gap_ha": [0.1550, 0.4149],
  "charge": 0,
  "energy_ha": -228.123821,
  "multiplicity": 2,
  "de_lowest_kcal_mol": 0.00,
  "s2": 0.75,
  "elements": ["N", "H", "H", "H", "H", "N", "C", "O", "H", "H", "H", "H", "H"],
  "positions_angstrom": [[0.934, -1.082, -2.145], [1.195, -0.420, -2.885], [1.723, -1.708, -1.885], [0.550, -0.471, -1.303], [0.144, -1.661, -2.494], [-0.017, 0.603, -0.222], [-0.744, 0.041, 0.913], [-0.516, 0.763, 2.107], [-0.610, 1.190, -0.801], [0.726, 1.225, 0.107], [-1.805, 0.115, 0.702], [-0.436, -0.987, 1.050], [0.127, 0.294, 2.650]],
  "forces_ev_per_a": [[-0.722, 0.047, 0.749], [0.344, 0.195, -0.492], [0.045, 0.146, 0.034], [0.547, -0.531, -0.486], [0.004, -0.102, -0.091], [0.145, 0.600, 0.035], [0.070, 0.510, 0.234], [0.091, 0.045, 0.088], [-0.152, 0.036, 0.106], [-0.084, -0.358, 0.008], [-0.115, -0.293, -0.043], [-0.089, -0.360, -0.037], [-0.084, 0.064, -0.106]],
  "mulliken_charge": [-3.1352, 0.9483, 0.9013, 0.6603, 0.8628, -0.6768, -0.5517, -0.4763, 0.3404, 0.2534, 0.2874, 0.2688, 0.3174]
}



(2)
{
  "formula": "CH9N2O",
  "method": "the ωB97M-V functional and the def2-TZVPD basis",
  "gap_ha": 0.4558,
  "charge": 1,
  "energy_ha": -228.007098,
  "multiplicity": 1,
  "de_lowest_kcal_mol": 5.28,
  "elements": ["N", "H", "H", "H", "H", "N", "C", "O", "H", "H", "H", "H", "H"],
  "positions_angstrom": [[-0.393, -2.186, -0.028], [0.118, -3.068, -0.011], [-1.118, -2.369, 0.649], [0.372, -0.672, 0.152], [-0.830, -2.059, -0.936], [0.857, 0.301, 0.054], [-0.257, 1.314, 0.054], [0.345, 2.545, -0.158], [1.457, 0.305, -0.764], [1.420, 0.424, 0.899], [-0.969, 0.959, -0.693], [-0.684, 1.265, 1.060], [-0.317, 3.242, -0.277]],
  "forces_ev_per_a": [[0.231, -0.032, 0.295], [0.226, 0.273, -0.454], [-0.524, 0.262, 0.133], [0.484, -0.042, -0.321], [-0.089, -0.443, 0.003], [-0.904, -0.340, 1.091], [0.700, -0.151, 0.370], [-0.202, -0.028, -0.397], [-0.005, 0.281, -0.208], [0.216, 0.154, -0.264], [-0.060, 0.408, -0.133], [-0.215, -0.181, -0.140], [0.141, -0.161, 0.025]],
  "mulliken_charge": [-0.9377, 0.2687, 0.2751, 0.4163, 0.2913, -0.2904, -0.3195, -0.4702, 0.3606, 0.3937, 0.3225, 0.3446, 0.3449]
}



(3)
{
  "formula": "CH9N2O",
  "method": "the ωB97M-V functional and the def2-TZVPD basis",
  "gap_ha": 0.4439,
  "charge": 1,
  "energy_ha": -227.965959,
  "multiplicity": 1,
  "de_lowest_kcal_mol": 31.10,
  "elements": ["N", "H", "H", "H", "H", "N", "C", "O", "H", "H", "H", "H", "H"],
  "positions_angstrom": [[2.178, -1.453, -0.091], [2.714, -0.786, 0.505], [2.795, -1.498, -0.976], [0.980, -0.220, -0.183], [2.291, -2.276, 0.391], [-0.100, -0.289, 0.162], [-1.013, 0.630, -0.549], [-1.552, 1.437, 0.514], [-0.075, -1.307, -0.126], [-0.233, -0.294, 1.162], [-1.781, 0.024, -1.114], [-0.411, 1.375, -1.127], [-2.330, 1.900, 0.161]],
  "forces_ev_per_a": [[2.666, 3.261, -2.524], [-0.274, -0.492, -0.486], [-1.288, -0.209, 1.774], [-2.134, -0.085, 1.589], [0.152, -2.727, 1.113], [2.392, -1.444, -2.337], [-0.854, 1.358, 0.577], [-0.383, -0.926, -0.892], [-1.053, 1.190, 0.184], [0.085, 0.514, 0.534], [0.873, 0.932, 0.471], [-0.406, -1.313, -0.301], [0.224, -0.056, 0.298]],
  "mulliken_charge": [-0.9422, 0.3147, 0.2895, 0.5017, 0.2724, -0.3963, -0.1948, -0.5124, 0.4144, 0.3346, 0.3231, 0.2689, 0.3265]
}



(4)
{
  "formula": "CH9N2P2",
  "method": "the ωB97M-V functional and the def2-TZVPD basis",
  "gap_ha": 0.3306,
  "charge": 1,
  "energy_ha": -835.339163,
  "multiplicity": 1,
  "de_lowest_kcal_mol": 49.87,
  "elements": ["C", "N", "N", "P", "P", "H", "H", "H", "H", "H", "H", "H", "H", "H"],
  "positions_angstrom": [[0.776, -0.554, -1.275], [-0.484, 0.209, 0.441], [1.804, 0.257, -1.308], [0.334, 1.248, 1.545], [-1.952, -0.356, 0.608], [-0.110, -0.199, -1.704], [0.797, -1.363, -0.616], [1.596, 1.227, -1.453], [2.405, 0.178, -0.504], [-2.405, -1.239, -0.523], [1.261, 0.128, 1.757], [1.277, 1.510, 0.521], [-3.126, 0.299, 1.014], [-2.174, -1.342, 1.496]],
  "forces_ev_per_a": [[0.429, 2.405, 1.176], [-1.725, 0.209, -0.329], [-0.802, -0.520, 1.040], [1.295, -1.848, -0.678], [-0.812, -1.593, -1.585], [-0.909, -0.324, -1.463], [0.325, -1.781, 0.069], [0.065, 0.477, -1.024], [0.943, -0.423, -0.139], [0.718, 1.623, 0.874], [-0.258, 0.835, 1.027], [0.075, 1.136, 0.175], [0.250, 0.940, -0.503], [0.405, -1.134, 1.359]],
  "mulliken_charge": [-0.2156, -0.2885, -0.3594, -0.0123, 0.1220, 0.3165, 0.4017, 0.3251, 0.3443, 0.1298, 0.0495, -0.0558, 0.1403, 0.1026]
}



(5)
{
  "formula": "CH9N3O2",
  "method": "the ωB97M-V functional and the def2-TZVPD basis",
  "gap_ha": 0.3798,
  "charge": 0,
  "energy_ha": -358.233982,
  "smiles": "N=C(N)N.O.O",
  "multiplicity": 1,
  "de_lowest_kcal_mol": 23.57,
  "elements": ["N", "C", "N", "N", "H", "H", "H", "H", "H", "O", "H", "H", "O", "H", "H"],
  "positions_angstrom": [[-0.259, 1.258, 2.066], [-0.708, 0.329, 1.383], [-1.774, 0.356, 0.428], [-0.016, -0.915, 1.420], [-0.343, 2.254, 2.048], [-1.404, 0.691, -0.456], [-2.311, -0.490, 0.334], [-0.506, -1.777, 1.241], [0.664, -0.844, 2.163], [-0.065, -0.335, -3.091], [0.519, -0.808, -2.482], [0.554, -0.172, -3.814], [1.796, -0.081, -0.734], [2.398, 0.672, -0.677], [1.453, -0.138, 0.170]],
  "forces_ev_per_a": [[2.014, 0.118, 1.108], [-0.848, -1.349, -1.471], [0.343, 0.913, 0.383], [-0.272, 1.394, 0.431], [-1.188, -0.021, -0.541], [-0.346, -0.160, -0.060], [0.298, -0.202, -0.160], [0.103, 0.084, 0.192], [-0.101, -0.781, 0.236], [0.509, -0.298, -0.204], [-0.219, 0.230, 0.385], [-0.346, 0.184, -0.118], [0.390, 0.405, 0.286], [-0.045, -0.133, -0.304], [-0.292, -0.384, -0.162]],
  "mulliken_charge": [-0.5884, 0.5376, -0.6092, -0.5719, 0.2311, 0.2665, 0.2510, 0.1785, 0.2631, -0.6372, 0.3140, 0.3015, -0.6223, 0.3101, 0.3756]
}



(6)
{
  "formula": "CH9N5",
  "method": "the ωB97M-V functional and the def2-TZVPD basis",
  "gap_ha": [0.2908, 0.3300],
  "charge": 2,
  "energy_ha": -316.431669,
  "multiplicity": 1,
  "de_lowest_kcal_mol": 163.09,
  "elements": ["C", "N", "N", "N", "N", "N", "H", "H", "H", "H", "H", "H", "H", "H", "H"],
  "positions_angstrom": [[-6.920, 0.415, 0.811], [-7.583, -0.495, 0.217], [9.555, -1.500, 0.198], [8.792, 1.233, -0.690], [-7.591, -0.869, -1.084], [9.113, -0.519, 0.670], [-6.193, 1.036, 0.207], [-7.047, 0.419, 1.956], [-8.182, -1.061, 0.868], [9.824, -1.736, -0.791], [8.757, 1.953, 0.134], [9.445, 1.632, -1.313], [-8.020, -1.771, -1.306], [-7.647, -0.275, -1.871], [8.685, -0.508, 1.571]],
  "forces_ev_per_a": [[1.092, 0.548, 0.706], [-1.174, -0.838, 0.731], [-0.976, -0.656, 0.847], [-2.048, 0.787, 3.322], [-0.065, -2.031, 0.165], [1.676, -0.392, -3.522], [-1.025, -0.581, 1.025], [0.323, 0.455, -2.124], [0.509, 0.330, -1.152], [0.128, 1.125, 0.578], [-0.007, -1.404, -1.780], [1.708, 0.428, -1.070], [0.156, 0.487, 0.782], [0.137, 1.630, -0.135], [-0.432, 0.111, 1.625]],
  "mulliken_charge": [-0.1006, 0.2196, -0.1141, -0.4118, -0.5443, 0.2322, 0.2937, 0.2650, 0.3105, 0.3734, 0.3219, 0.2823, 0.2812, 0.2748, 0.3161]
}